(1)
{
  "formula": "C38H39Br2N9O8S2Sm",
  "method": "the ωB97M-V functional and the def2-TZVPD basis",
  "elements": ["Sm", "O", "C", "C", "C", "C", "N", "C", "C", "C", "C", "C", "C", "O", "C", "C", "N", "H", "H", "H", "H", "H", "H", "H", "H", "H", "H", "H", "H", "C", "C", "C", "C", "C", "Br", "N", "C", "H", "H", "H", "H", "H", "H", "O", "S", "O", "O", "C", "N", "C", "C", "C", "N", "C", "C", "C", "N", "C", "C", "H", "H", "H", "H", "H", "H", "O", "Br", "C", "C", "N", "C", "C", "C", "C", "O", "O", "H", "H", "H", "C", "C", "N", "C", "S", "N", "C", "C", "H", "H", "H", "H", "H", "H", "H", "H", "H", "H", "H", "H"],
  "xyz": [[-0.031341, -4.726302, 1.386097], [0.955764, -0.044552, -4.616653], [2.062382, -0.156303, -3.809377], [1.699081, -1.168175, -2.711929], [2.585873, -1.550600, -1.691445], [2.142681, -2.374907, -0.712983], [0.930536, -2.927363, -0.696396], [0.105812, -2.603640, -1.666229], [0.432552, -1.759066, -2.655956], [-1.296831, -3.153881, -1.487524], [-2.386009, -2.651670, -2.169649], [-3.710065, -2.989942, -1.769821], [-4.834964, -2.307896, -2.504366], [-4.408259, -1.545770, -3.650372], [-3.852051, -3.852051, -0.716449], [-2.734467, -4.557416, -0.239533], [-1.468614, -4.164916, -0.503356], [0.527578, 0.797160, -4.535211], [2.344527, 0.762825, -3.237544], [3.014189, -0.418890, -4.298164], [3.615694, -1.146629, -1.585932], [2.743685, -2.652194, 0.124586], [-0.342690, -1.483518, -3.395961], [-2.202939, -1.867312, -2.898998], [-5.348512, -1.637433, -1.879446], [-5.475753, -3.142597, -2.867919], [-4.443878, -0.633755, -3.474374], [-4.740450, -4.220008, -0.387129], [-2.771869, -5.433672, 0.424871], [-2.555937, 3.715071, 0.196669], [-1.544871, 3.686087, -0.911777], [-0.619112, 4.709522, -1.181034], [0.300063, 4.494233, -2.231235], [0.091071, 3.328812, -2.947799], [1.249995, 3.232784, -4.504112], [-0.653090, 2.285440, -2.668508], [-1.515055, 2.451669, -1.623523], [-3.505118, 3.319951, -0.171212], [-2.785707, 4.669753, 0.625476], [-2.217691, 3.051068, 0.990486], [-0.586610, 5.606433, -0.514729], [0.979996, 5.295273, -2.481023], [-2.319576, 1.681004, -1.521850], [-4.482494, 1.244662, -2.098130], [-5.841367, 1.353877, -1.507791], [-6.471443, 2.578416, -1.774309], [-6.628071, 0.161082, -1.614597], [-5.305799, 1.347768, 0.229597], [-5.236732, 2.573845, 0.791418], [-4.686276, 2.682059, 1.991130], [-4.075621, 1.570327, 2.594858], [-4.214745, 0.386488, 1.948014], [-4.944167, 0.189931, 0.823048], [-3.344442, -0.788890, 2.340667], [-1.965640, -0.604469, 2.624791], [-1.187813, -1.711751, 2.833605], [-1.639517, -3.006016, 2.861012], [-2.941524, -3.169998, 2.695702], [-3.791603, -2.134064, 2.450911], [-4.765443, 3.623225, 2.464730], [-3.409150, 1.638148, 3.446683], [-1.512027, 0.365860, 2.451356], [-0.114269, -1.678141, 3.038059], [-3.351519, -4.209111, 2.794325], [-4.899713, -2.325055, 2.364857], [-0.929439, -6.408516, 1.499182], [7.379389, -1.624302, 1.818353], [5.554663, -1.685820, 2.362415], [5.251754, -0.602594, 3.107373], [4.156845, -0.547482, 3.785232], [3.277805, -1.537182, 3.673820], [3.473638, -2.614768, 2.793385], [4.666627, -2.743992, 2.200153], [2.400514, -3.637493, 2.532068], [2.588199, -4.327624, 1.496179], [1.418152, -3.644590, 3.307498], [5.954178, 0.250883, 3.270521], [2.442077, -1.673584, 4.361018], [4.956139, -3.597139, 1.571845], [7.041493, 3.641951, -0.222070], [6.111003, 2.913642, 0.830304], [4.946529, 2.285273, 0.332003], [3.620633, 2.723867, 0.407901], [3.194864, 4.280330, 0.580551], [2.747947, 1.704624, 0.207086], [1.344865, 1.967367, 0.246743], [0.521702, 0.714470, 0.119927], [7.521883, 3.002271, -1.001600], [7.796367, 4.155180, 0.397129], [6.422891, 4.369094, -0.702365], [5.671277, 3.709669, 1.380245], [6.571790, 2.264980, 1.459948], [5.087242, 1.325801, 0.064372], [3.080168, 0.849327, 0.632788], [1.134199, 2.780651, -0.510425], [1.136166, 2.503390, 1.260211], [0.594841, 0.318340, -0.887409], [-0.527167, 0.998551, 0.232450], [0.770121, -0.119395, 0.814566]],
  "forces_ev_per_angstrom": [[0.351, -0.663, 0.778], [0.245, -0.498, -1.468], [0.268, -0.065, 2.453], [0.571, -0.696, 0.099], [0.878, 1.450, -0.947], [-0.489, -0.932, 0.648], [0.537, -0.340, 0.984], [-1.926, -1.569, 1.546], [-0.038, 2.021, -2.525], [-0.564, -1.399, 1.448], [0.195, 0.069, 0.736], [1.557, 1.456, -0.745], [0.519, -0.678, -1.672], [0.167, -2.981, -0.091], [2.447, -0.975, -0.905], [1.176, 1.014, -0.134], [-0.842, 1.478, -2.220], [-0.220, 0.826, 0.226], [-0.496, -0.201, -0.525], [-0.539, -0.306, -0.358], [-0.826, -0.183, -0.359], [0.525, -0.087, 0.204], [0.883, -0.163, 0.417], [-0.460, -0.338, -0.015], [-1.035, 0.529, 1.142], [-0.016, 0.751, 0.163], [-0.247, 2.078, 0.868], [-2.765, -0.572, 0.774], [-0.185, 0.410, -0.125], [-0.038, -0.473, -0.548], [-0.038, -0.790, 0.183], [0.155, -0.816, 0.214], [-1.972, 0.739, 1.163], [1.582, -0.019, -0.289], [-0.199, -0.163, 0.005], [-0.834, 0.672, 0.601], [0.240, 1.183, -1.328], [0.336, 0.109, -0.071], [0.187, 0.736, 0.137], [-0.010, -0.037, 0.183], [-0.027, -0.788, -0.848], [0.216, -0.386, -0.306], [0.916, 0.620, 0.219], [-0.642, -0.233, -0.032], [2.779, -1.818, 0.561], [-1.266, 2.076, -0.311], [-0.631, -0.754, -0.341], [-0.388, 0.150, 1.017], [-0.262, -0.493, 0.294], [-0.394, -1.922, -0.280], [0.191, 1.533, 0.131], [0.463, -2.227, -1.032], [0.536, 1.501, -0.188], [0.388, -1.254, 0.792], [-1.285, 0.291, -1.138], [0.721, -1.984, 0.501], [0.655, 1.213, -0.317], [-0.328, -1.438, 0.420], [-2.568, 2.088, -0.415], [0.203, 0.988, 0.431], [-0.309, 0.133, 0.129], [0.049, -0.034, 0.394], [-0.251, 0.372, -0.222], [0.582, 0.993, -0.224], [1.381, 0.153, -0.111], [0.461, 1.024, -0.011], [0.034, -0.588, -0.578], [1.377, -0.784, -0.589], [1.257, 1.810, 0.350], [-2.737, 0.215, 1.741], [0.181, -0.986, -0.168], [-1.527, 0.287, 1.256], [2.760, 0.154, -1.780], [0.639, 0.377, 0.102], [-0.940, -0.508, 0.448], [-0.382, -0.425, -0.498], [-0.499, -0.857, -0.429], [-0.038, 0.805, -0.216], [-0.409, 0.336, 0.366], [0.113, -1.292, 1.137], [-1.096, 2.643, -2.599], [0.235, -0.881, -1.066], [2.149, -2.340, 0.290], [-0.632, 3.402, 0.142], [-0.502, -1.450, -1.039], [-0.203, 1.779, 1.636], [-0.520, -0.192, -0.222], [-0.390, 0.306, 0.795], [0.001, -0.096, -0.546], [-0.279, 0.568, -0.464], [0.242, 0.991, 1.133], [1.941, -1.804, 1.823], [-0.394, -0.014, -0.399], [-0.482, -0.190, 0.348], [-0.064, -1.250, 0.541], [-0.201, -0.813, -1.190], [0.091, -0.098, -0.151], [-0.002, -0.267, 0.235], [0.005, 0.778, -0.171]],
  "lowdin_spin": [3.0622, 0.0002, 0.0010, 0.0002, 0.0011, 0.0001, -0.0021, 0.0001, 0.0001, 0.0000, 0.0001, 0.0004, 0.0001, 0.0000, 0.0002, 0.0012, -0.0041, 0.0000, 0.0012, 0.0001, 0.0012, 0.0001, 0.0000, 0.0000, 0.0000, 0.0000, 0.0000, 0.0000, 0.0006, 0.0001, 0.0001, 0.0010, 0.0025, 0.0002, 0.0014, 0.0005, 0.0001, 0.0000, 0.0000, 0.0001, 0.0003, 0.0019, 0.0000, 0.0000, 0.0000, 0.0000, 0.0000, 0.0000, 0.0000, 0.0000, 0.0000, 0.0000, 0.0000, -0.0001, 0.0002, -0.0002, -0.0018, 0.0001, 0.0001, 0.0000, 0.0000, 0.0001, -0.0001, 0.0001, 0.0000, -0.0485, 0.0007, 0.0005, 0.0009, 0.0009, 0.0004, 0.0001, 0.0002, -0.0009, -0.0024, -0.0038, 0.0002, 0.0000, 0.0000, 0.0129, 0.0235, 0.1774, 0.5249, 0.9757, 0.1658, 0.0295, 0.0046, 0.0009, 0.0007, 0.0049, 0.0068, 0.0030, 0.0115, 0.0173, 0.0050, 0.0150, 0.0010, 0.0004, 0.0007],
  "charge": -1,
  "s2": 9.23,
  "multiplicity": 6,
  "total_energy_ha": -9168.47900,
  "e_above_lowest_kj_mol": 466.5,
  "gap_ha": [0.168, 0.171],
  "molar_mass_g_mol": 1124.087
}

(2)
{
  "formula": "C38H39CrN4P2S5SbSi",
  "method": "the ωB97M-V functional and the def2-TZVPD basis",
  "elements": ["Cr", "S", "Sb", "S", "S", "S", "N", "P", "C", "C", "C", "C", "C", "C", "C", "C", "C", "C", "C", "C", "P", "C", "C", "C", "C", "C", "C", "C", "C", "C", "C", "C", "C", "H", "H", "H", "H", "H", "H", "H", "H", "H", "H", "H", "H", "H", "H", "H", "H", "H", "H", "H", "H", "H", "C", "N", "C", "C", "N", "C", "S", "C", "C", "C", "C", "C", "N", "H", "H", "H", "H", "H", "H", "H", "H", "H", "C", "Si", "C", "C", "C", "C", "H", "H", "H", "H", "H", "H", "H", "H", "H"],
  "xyz": [[-0.780168, -1.098493, -0.303311], [-4.190099, -3.768072, 2.840136], [-3.285577, -3.165798, 0.855940], [-2.981550, -0.786545, 0.441361], [-0.824749, -3.354787, 0.680903], [-4.274514, -4.210541, -0.903897], [-0.387221, 0.512697, 2.343031], [-0.394548, -1.200935, 1.983717], [1.324135, -1.645570, 2.547845], [1.998966, -0.756038, 3.381647], [3.290907, -1.013382, 3.818719], [3.937988, -2.176941, 3.437984], [3.274992, -3.082198, 2.623265], [1.985869, -2.819804, 2.183969], [-1.277196, -1.722475, 3.492769], [-0.886966, -2.864568, 4.188740], [-1.448712, -3.151307, 5.420018], [-2.407193, -2.309412, 5.963529], [-2.821015, -1.190746, 5.262076], [-2.264149, -0.900855, 4.026480], [-0.568666, 1.359169, 0.905194], [-1.502702, 2.844663, 1.390643], [-2.376687, 2.855622, 2.475479], [-3.127619, 3.987622, 2.760011], [-3.035034, 5.110739, 1.952592], [-2.192941, 5.095279, 0.847314], [-1.439510, 3.970278, 0.562844], [1.068718, 2.180418, 0.648592], [1.875570, 2.529345, 1.728254], [3.124647, 3.096740, 1.524483], [3.577975, 3.331226, 0.233505], [2.774209, 3.003224, -0.848857], [1.527584, 2.427397, -0.643733], [-0.404389, 0.959372, 3.250285], [1.519314, 0.159947, 3.693656], [3.791129, -0.301117, 4.464242], [4.948848, -2.380843, 3.771152], [3.758399, -4.005993, 2.326438], [1.496575, -3.540513, 1.547051], [-0.148297, -3.527383, 3.761241], [-1.138678, -4.040459, 5.955179], [-2.854700, -2.545572, 6.921435], [-3.597813, -0.553247, 5.665487], [-2.611899, -0.050469, 3.455746], [-2.481363, 1.974264, 3.095892], [-3.795009, 3.988536, 3.613329], [-3.621190, 5.993124, 2.177800], [-2.128468, 5.965963, 0.205481], [-0.790161, 3.948986, -0.304783], [1.523444, 2.352466, 2.738052], [3.743440, 3.360581, 2.374386], [4.555672, 3.770396, 0.072156], [3.124433, 3.186887, -1.858752], [0.903581, 2.152346, -1.485126], [4.500460, -1.161898, -1.173113], [3.516104, -1.759845, -2.047052], [3.733096, -2.378908, -3.256513], [2.543839, -2.778794, -3.726968], [1.563671, -2.411014, -2.798480], [2.184599, -1.751699, -1.769940], [1.610608, -0.950022, -0.422395], [0.208064, -2.797355, -2.926489], [-0.088514, -3.779158, -3.866901], [-1.399114, -4.110806, -4.132861], [-2.389453, -3.428408, -3.452153], [-2.008897, -2.493754, -2.516688], [-0.740698, -2.189924, -2.201920], [5.487607, -1.310908, -1.604606], [4.451119, -1.621077, -0.184900], [4.298344, -0.096441, -1.052801], [4.715552, -2.479213, -3.682248], [2.318400, -3.245897, -4.664818], [0.708243, -4.294213, -4.381101], [-1.645009, -4.876067, -4.856277], [-3.438136, -3.642265, -3.581913], [-2.773144, -1.940068, -1.986223], [-2.589330, 3.701930, -3.565416], [-1.371853, 2.319168, -3.981735], [-1.937739, 1.460135, -5.569010], [0.331673, 3.092489, -4.306866], [-1.200827, 1.128897, -2.619096], [-1.045519, 0.312405, -1.719020], [-2.615899, 4.463638, -4.348857], [-2.315186, 4.188432, -2.626773], [-3.599022, 3.304440, -3.443914], [-1.943742, 2.147849, -6.418774], [-2.946534, 1.057508, -5.455366], [-1.276104, 0.626517, -5.814677], [0.360743, 3.642503, -5.250990], [1.098126, 2.314401, -4.348339], [0.606863, 3.784191, -3.506390]],
  "forces_ev_per_angstrom": [[-0.166, -1.267, -0.773], [0.232, 0.153, -0.010], [-0.113, 0.113, 0.023], [-0.468, -0.420, 0.082], [-0.272, -0.442, 0.125], [0.055, 0.023, -0.007], [-0.069, 0.011, -0.047], [0.505, 1.016, 1.280], [0.073, -0.063, -0.003], [0.015, -0.063, -0.034], [0.042, 0.019, 0.056], [0.083, -0.009, -0.014], [-0.049, -0.028, -0.028], [0.032, 0.008, 0.072], [-0.169, -0.146, -0.009], [-0.109, 0.135, -0.026], [0.058, -0.060, 0.012], [-0.049, -0.064, 0.044], [-0.067, 0.027, -0.015], [0.020, -0.051, -0.009], [0.448, 0.658, 0.367], [-0.175, 0.024, -0.080], [0.063, 0.010, -0.037], [-0.051, 0.048, 0.020], [-0.006, 0.010, 0.034], [-0.018, 0.034, -0.041], [-0.018, -0.076, 0.116], [-0.052, 0.075, 0.105], [0.061, 0.000, -0.094], [-0.004, -0.002, 0.095], [0.055, 0.008, -0.039], [0.033, 0.005, -0.039], [-0.030, 0.051, 0.064], [0.010, -0.143, 0.090], [0.030, -0.013, -0.007], [-0.016, 0.013, -0.012], [-0.017, 0.014, 0.029], [0.004, 0.015, -0.001], [-0.066, -0.014, -0.030], [0.025, -0.032, -0.004], [-0.025, -0.004, -0.013], [0.018, 0.014, 0.003], [-0.009, 0.002, -0.018], [-0.019, -0.065, 0.009], [0.026, 0.038, -0.011], [0.001, -0.013, -0.007], [-0.002, -0.009, -0.005], [0.004, -0.018, -0.012], [0.009, 0.083, 0.008], [0.029, -0.007, 0.001], [0.002, -0.007, -0.013], [-0.014, 0.006, 0.007], [-0.028, 0.004, 0.007], [0.005, -0.069, -0.030], [0.095, 0.106, 0.116], [-0.285, -0.095, -0.028], [0.071, -0.076, -0.091], [0.060, 0.004, -0.093], [0.672, 0.062, 0.253], [-0.159, 0.265, 0.034], [0.273, -0.060, -0.132], [-0.814, -0.065, -0.009], [0.497, 0.012, -0.007], [-0.407, 0.247, 0.193], [0.177, -0.301, -0.376], [-0.100, 0.357, 0.195], [0.109, -0.718, -0.911], [-0.018, -0.015, -0.034], [-0.002, -0.012, -0.026], [0.009, -0.008, -0.033], [-0.020, 0.031, -0.003], [-0.029, 0.006, 0.056], [-0.061, -0.033, 0.037], [0.063, -0.036, 0.003], [-0.008, 0.063, 0.005], [0.062, -0.041, 0.119], [0.113, -0.181, -0.016], [0.128, 0.056, -0.062], [0.034, 0.062, 0.169], [-0.167, -0.082, 0.031], [-0.091, 0.204, -0.290], [-0.055, 0.751, -0.381], [0.022, -0.020, -0.028], [0.017, -0.019, 0.005], [0.011, -0.019, 0.010], [0.004, 0.038, 0.028], [0.011, -0.007, 0.035], [0.017, 0.004, 0.031], [-0.049, 0.020, 0.007], [-0.024, -0.017, 0.000], [-0.012, -0.013, 0.017]],
  "lowdin_spin": [2.8625, 0.0147, 0.0093, 0.0097, -0.0557, 0.0100, -0.0097, -0.0259, -0.0057, -0.0024, -0.0001, -0.0013, 0.0001, -0.0019, -0.0001, -0.0006, -0.0001, -0.0004, 0.0001, 0.0006, 0.0692, 0.0198, 0.0117, -0.0004, 0.0112, -0.0007, 0.0107, 0.0052, 0.0012, 0.0005, -0.0004, 0.0001, 0.0003, -0.0023, -0.0004, 0.0000, -0.0001, 0.0000, -0.0005, 0.0000, 0.0000, 0.0000, 0.0000, 0.0008, 0.0005, -0.0003, 0.0008, -0.0003, 0.0005, 0.0000, 0.0001, 0.0000, 0.0000, 0.0005, 0.0002, 0.0065, 0.0004, 0.0022, 0.0055, 0.0082, 0.0019, 0.0012, 0.0012, 0.0016, 0.0024, 0.0073, 0.0058, 0.0000, 0.0001, 0.0000, 0.0000, 0.0003, 0.0001, 0.0001, 0.0001, 0.0027, 0.0009, 0.0078, 0.0007, 0.0017, 0.0294, -0.0197, 0.0001, 0.0000, 0.0000, 0.0001, 0.0000, 0.0000, 0.0002, 0.0001, 0.0000],
  "charge": -1,
  "s2": 3.83,
  "multiplicity": 4,
  "total_energy_ha": -5938.50183,
  "e_above_lowest_kj_mol": 0.0,
  "gap_ha": [0.224, 0.227],
  "molar_mass_g_mol": 975.883
}